{
  "formula": "C36H37HfN2O3PS2Si",
  "method": "ωB97M-V/def2-TZVPD",
  "elements": ["Hf", "C", "C", "C", "C", "N", "C", "C", "C", "C", "C", "C", "C", "H", "H", "H", "H", "H", "H", "H", "H", "O", "Si", "C", "C", "C", "C", "C", "C", "C", "C", "C", "C", "C", "C", "C", "C", "C", "C", "C", "C", "H", "H", "H", "H", "H", "H", "H", "H", "H", "H", "H", "H", "H", "H", "H", "C", "C", "C", "O", "P", "S", "S", "O", "C", "C", "C", "H", "H", "H", "H", "H", "H", "H", "H", "H", "H", "H", "H", "H", "H", "N", "C"],
  "coordinates": [[0.844194, -0.181503, 0.232036], [-3.295722, -0.551273, 2.298469], [-3.770406, -1.678327, 1.650450], [-3.109271, -2.257487, 0.617414], [-1.925098, -1.698660, 0.242377], [-1.351423, -0.696428, 0.964562], [-2.017448, -0.104099, 1.891620], [-1.206507, -2.171408, -0.937522], [-1.837504, -2.971197, -1.917679], [-1.099945, -3.480183, -2.957385], [0.226560, -3.208691, -3.085494], [0.884412, -2.413285, -2.193801], [0.164860, -1.835851, -1.128318], [-3.774341, -0.148088, 3.180419], [-4.738918, -1.976843, 1.945130], [-3.564971, -3.170419, 0.174774], [-1.489001, 0.706518, 2.296881], [-2.853384, -3.247447, -1.748228], [-1.697985, -4.046207, -3.632338], [0.787083, -3.728502, -3.864679], [1.952036, -2.198975, -2.243851], [-0.189423, 1.284631, -0.562870], [-0.970630, 2.229142, -1.625967], [-2.547799, 1.209955, -2.084295], [-3.667532, 0.907556, -1.195118], [-4.704298, 0.106355, -1.604046], [-4.800725, -0.441724, -2.891471], [-3.792047, -0.115528, -3.734870], [-2.632527, 0.602471, -3.342289], [0.092686, 2.493059, -3.112399], [-0.080501, 3.559246, -3.945769], [0.823676, 3.795985, -4.991674], [1.892417, 2.930051, -5.160337], [1.995739, 1.812524, -4.350092], [1.084822, 1.576772, -3.337048], [-1.356070, 3.917771, -0.915851], [-0.589706, 4.494738, 0.134578], [-0.800379, 5.785481, 0.634413], [-1.873692, 6.472167, 0.067517], [-2.751240, 5.842336, -0.809238], [-2.508840, 4.603053, -1.326649], [-3.667060, 1.182000, -0.133695], [-5.506187, -0.115243, -0.965533], [-5.602677, -1.095757, -3.182903], [-3.829395, -0.449355, -4.756330], [-1.852275, 0.796593, -4.102559], [-0.978791, 4.182467, -3.758909], [0.705863, 4.722294, -5.586062], [2.583818, 3.046722, -5.931444], [2.820705, 1.072057, -4.615942], [1.227592, 0.711614, -2.654393], [0.254412, 3.847869, 0.569227], [-0.243093, 6.315731, 1.472619], [-2.102877, 7.531912, 0.352066], [-3.499440, 6.391982, -1.328048], [-3.053481, 4.237384, -2.193008], [5.760292, -1.171024, 4.086114], [4.785022, -1.573399, 2.965107], [5.433631, -1.685336, 1.659615], [3.705417, -0.538370, 2.963727], [2.207934, -1.014187, 2.888621], [1.771919, -2.376717, 1.502793], [1.208411, 0.743611, 2.598678], [1.913491, -1.591281, 4.361473], [1.313653, -2.718702, 5.070994], [-0.065494, -3.046359, 4.586134], [2.153382, -3.983678, 4.878932], [6.611644, -1.804145, 4.096739], [5.351859, -1.181995, 5.052228], [6.137095, -0.185793, 3.818786], [4.307771, -2.533717, 3.285771], [6.148266, -0.836008, 1.385853], [4.634722, -1.672629, 0.874065], [6.065330, -2.588960, 1.587240], [1.110296, -2.395801, 6.137395], [0.054684, -3.372269, 3.569555], [-0.804386, -2.233012, 4.642203], [-0.486274, -3.934080, 5.125181], [2.169232, -4.323987, 3.905128], [1.711798, -4.850670, 5.342397], [3.177672, -3.924179, 5.210016], [3.771377, 0.335198, -1.541970], [2.842988, 0.071534, -0.869226]],
  "forces_ev_per_a": [[-0.70, 0.43, -0.67], [1.57, 0.09, -0.17], [-0.66, 1.52, 1.19], [-1.01, -1.33, -0.31], [1.09, -0.08, -0.48], [0.76, -1.66, -2.45], [-2.13, -0.30, 1.45], [1.19, -0.54, -1.57], [0.84, 0.69, 1.77], [-1.82, 0.23, 0.34], [1.40, -1.14, -1.24], [-0.20, 1.02, 1.37], [-0.56, 0.14, 0.50], [-0.15, 0.24, -0.28], [-0.87, -0.85, 0.27], [0.69, 0.97, 0.04], [0.19, 1.07, 1.04], [-0.64, -0.12, -0.40], [0.27, -0.64, -0.81], [-0.10, 0.32, -0.01], [-0.23, -0.15, -0.33], [1.05, -0.17, 0.58], [-1.19, -0.28, -0.17], [-0.95, -0.45, 0.60], [1.55, 0.16, -0.44], [0.03, -0.27, -0.80], [0.49, 0.76, 0.98], [1.63, -0.08, -1.04], [-0.57, 0.86, -0.19], [-0.85, -0.83, 1.01], [-0.46, 1.18, -0.91], [-0.60, 1.06, 0.34], [-1.32, -0.26, 0.89], [1.43, -1.56, -0.87], [1.38, -0.97, 0.32], [-0.33, 0.03, 1.38], [1.50, -1.39, 0.47], [-0.38, 0.44, 0.29], [-0.74, 0.98, 0.70], [0.46, 0.96, -0.61], [1.51, -0.77, -0.43], [0.12, 0.38, -0.49], [-0.84, -0.18, 1.23], [-0.29, 0.06, -0.07], [0.06, -0.24, -0.32], [-0.48, -0.22, 0.53], [0.89, 0.00, -0.38], [0.13, -0.81, 0.18], [1.04, 0.42, -1.14], [-1.16, 1.01, 0.77], [-0.16, 0.68, -0.81], [-1.21, 1.13, -0.69], [-0.39, -1.19, -1.35], [0.35, -1.12, -0.19], [-0.79, 0.67, 0.20], [-0.38, -0.08, 0.35], [-0.24, 0.71, -1.91], [-0.42, -0.30, 2.83], [0.74, 0.87, -2.65], [0.77, -0.74, -0.30], [-0.85, -0.40, 1.40], [0.18, 0.41, 0.10], [0.46, -0.57, 0.35], [0.27, 0.52, 0.09], [-0.60, -0.31, 0.51], [-1.15, -0.59, -0.30], [0.15, 0.60, 1.99], [0.76, -0.87, -0.18], [-0.85, 0.15, 1.23], [-0.05, 0.24, 0.28], [0.21, 0.59, -0.54], [-1.11, -0.79, 0.68], [0.88, -0.32, 0.40], [-0.58, 0.19, 0.07], [1.35, -0.13, -1.05], [-0.42, -0.03, -0.74], [0.42, -0.12, 0.00], [0.46, 0.84, -0.15], [0.02, 0.00, -2.59], [-0.34, -0.05, 0.89], [0.34, 0.30, 0.30], [-1.72, -0.66, 1.39], [1.86, 0.68, -1.28]],
  "homo_lumo_gap_ev": 8.454,
  "e_tot_ha": -3204.73643,
  "de_lowest_kj_mol": 176.4,
  "largest_force_ev_per_a": 3.057
}